The following is a DFT calculation (ωB97M-V/def2-TZVPD) of an isolated ion of composition C9H14NO and charge +1 in a non-equilibrium geometry.

CARTESIAN COORDINATES (ANGSTROEM)
C1 -2.2168 0.2121 -0.1846
C2 -1.4303 -0.6965 -0.7040
C3 -0.7175 -1.8224 -1.2487
C4 1.4793 1.2249 -0.0680
C5 1.7768 0.8456 1.3783
C6 0.0172 1.6482 -0.2251
C7 0.8511 -0.2785 1.8203
C8 -0.9084 0.6341 0.3606
C9 -0.7587 -1.9205 -2.7409
N1 -0.5554 0.2185 1.7367
O1 -0.1253 -2.5711 -0.5043
H1 -3.2401 0.5119 -0.1146
H2 2.1270 2.0390 -0.3861
H3 1.6860 0.3695 -0.7105
H4 2.8111 0.5176 1.4674
H5 1.6434 1.7139 2.0304
H6 -0.1404 2.6119 0.2681
H7 -0.2258 1.7813 -1.2792
H8 0.9386 -1.1494 1.1643
H9 1.0628 -0.5819 2.8456
H10 -0.7249 -2.9692 -3.0263
H11 0.1339 -1.4358 -3.1411
H12 -1.6329 -1.4286 -3.1598
H13 -1.2078 -0.5060 2.0587
H14 -0.6429 1.0316 2.3629

E_HOMO (eV): -13.6
DFT total energy (Eh): -480.99702
Max |F| (eV/A): 4.873
Gap between HOMO and LUMO (eV): 9.87
Total charge: +1
SMILES: CC(=O)C1=C[C@]12CCCC[NH2+]2

The following is a DFT calculation (ωB97M-V/def2-TZVPD) of an isolated ion of composition C6H15N3S and charge +2 in a non-equilibrium geometry.

CARTESIAN COORDINATES (ANGSTROEM)
C1 0.0272 0.5946 -0.4402
C2 -1.3188 -2.4087 1.1360
C3 2.0385 0.7309 -2.0351
C4 1.7443 -1.4649 -0.9037
C5 -0.4505 0.5159 1.8712
C6 -1.7648 2.5024 -0.0659
N1 -0.9138 -1.2505 0.3488
N2 1.2959 -0.1570 -1.2459
N3 -0.5390 -0.0722 0.6160
S1 -0.2665 2.1539 -0.9530
H1 -1.1232 -3.3742 0.4528
H2 -2.4088 -2.6435 1.1961
H3 -0.9072 -2.4978 2.1428
H4 2.5173 1.6866 -1.7033
H5 1.5140 1.0484 -2.9340
H6 2.9149 0.3074 -2.4992
H7 2.6646 -1.6980 -1.3341
H8 0.9923 -2.1706 -1.1410
H9 1.9507 -1.5423 0.1965
H10 -0.4293 -0.2058 2.7678
H11 -1.2884 1.0655 2.2257
H12 0.2856 1.2951 1.9567
H13 -2.4229 3.2575 -0.5952
H14 -1.6291 2.8167 1.0148
H15 -2.4828 1.5106 -0.0748

E_HOMO (spin up / spin down) (eV): -17.2 / -17.6
DFT total energy (Eh): -799.19044
Max |F| (eV/A): 8.121
Gap between HOMO and LUMO (spin up / spin down) (eV): 6.51 / 6.98
Total charge: +2